This record from OMol25 describes C35H27IN4PRuS as an isolated structure at a distorted geometry. The level of theory is ωB97M-V/def2-TZVPD.

Each line ends with the Mulliken spin population.
Geometry (Å):
Ru: 0.390 -0.558 -0.367  1.02
N: 1.733 2.671 -3.252  -0.01
C: 1.699 1.648 -2.398  0.00
S: 0.649 0.288 -2.767  0.00
N: 2.448 1.628 -1.338  -0.01
N: 2.343 0.622 -0.498  -0.07
C: 3.401 0.106 0.068  -0.01
C: 4.735 0.637 -0.237  0.00
C: 5.113 0.803 -1.573  0.01
C: 6.376 1.264 -1.885  0.00
C: 7.272 1.584 -0.873  0.00
C: 6.883 1.463 0.456  0.00
C: 5.624 0.997 0.778  0.00
C: 3.215 -1.119 0.829  0.02
C: 4.256 -1.725 1.542  0.01
C: 4.037 -2.932 2.177  0.00
C: 2.791 -3.535 2.055  0.00
C: 1.818 -2.903 1.299  0.01
N: 2.014 -1.728 0.705  0.06
H: 1.213 2.626 -4.114  0.00
H: 2.420 3.399 -3.126  0.00
H: 4.438 0.518 -2.366  0.00
H: 6.672 1.355 -2.919  0.00
H: 8.266 1.924 -1.118  0.00
H: 7.567 1.737 1.245  0.00
H: 5.305 0.964 1.811  0.00
H: 5.222 -1.255 1.581  0.00
H: 4.826 -3.401 2.745  0.00
H: 2.587 -4.484 2.518  0.00
H: 0.847 -3.372 1.158  0.00
I: -0.396 -0.124 2.818  0.00
C: -2.167 -1.360 2.963  0.00
C: -2.206 -2.228 4.022  0.00
C: -3.375 -2.951 4.297  0.00
C: -4.503 -2.728 3.556  0.00
C: -4.495 -1.813 2.484  0.00
C: -5.685 -1.511 1.790  0.00
C: -5.703 -0.582 0.784  0.00
C: -4.502 -0.035 0.337  0.00
C: -3.305 -0.343 0.955  0.01
P: -1.861 0.217 0.003  -0.02
C: -1.988 2.013 -0.019  -0.03
C: -2.620 2.694 1.024  0.00
C: -2.604 4.076 1.042  0.00
C: -1.944 4.785 0.049  0.00
C: -1.290 4.108 -0.972  0.00
C: -1.299 2.727 -1.004  0.01
C: -2.193 -0.498 -1.653  -0.02
C: -1.631 -1.775 -1.851  0.01
C: -1.734 -2.399 -3.082  -0.01
C: -2.398 -1.759 -4.121  0.01
C: -2.933 -0.492 -3.935  0.00
C: -2.817 0.151 -2.714  0.02
C: -3.276 -1.155 2.114  -0.01
H: -1.349 -2.344 4.667  0.00
H: -3.378 -3.651 5.117  0.00
H: -5.428 -3.239 3.789  0.00
H: -6.594 -2.018 2.077  0.00
H: -6.626 -0.299 0.304  0.00
H: -4.500 0.636 -0.513  0.00
H: -3.124 2.145 1.807  0.00
H: -3.104 4.604 1.837  0.00
H: -1.941 5.864 0.074  0.00
H: -0.769 4.666 -1.734  0.00
H: -0.787 2.196 -1.800  -0.01
H: -1.178 -2.322 -0.996  -0.01
H: -1.299 -3.374 -3.237  0.00
H: -2.499 -2.253 -5.075  0.00
H: -3.443 -0.002 -4.751  0.00
H: -3.218 1.147 -2.588  0.00

As for the gap between HOMO and LUMO (spin up / spin down): 5.669 / 6.123 eV. Its spin multiplicity is 2. As for the electronic energy: -2700.5186 hartree. As for the charge: +2. As for the HOMO energy (spin up / spin down): -13.38 / -13.44 eV.

This record from OMol25 describes C35H27N5O5SV as an isolated structure at a distorted geometry. The level of theory is ωB97M-V/def2-TZVPD.

Each line ends with the Mulliken spin population.
Geometry (Å):
V: -0.300 -0.090 -0.273  1.39
O: -0.482 -2.093 -0.339  0.00
C: 0.236 -2.962 -0.963  0.01
C: -0.338 -4.188 -1.386  0.00
C: 0.398 -5.122 -2.076  0.00
C: 1.753 -4.915 -2.366  0.00
C: 2.340 -3.746 -1.929  0.00
C: 1.613 -2.768 -1.247  0.00
C: 2.321 -1.631 -0.689  0.03
N: 1.790 -0.589 -0.185  -0.02
C: 2.677 0.326 0.527  0.01
C: 2.567 1.742 0.010  0.01
N: 1.314 2.381 0.335  0.00
C: -1.045 1.901 0.146  -0.17
C: -1.352 2.004 1.583  0.07
C: -2.281 2.886 2.114  -0.04
C: -2.547 2.907 3.479  0.01
C: -1.857 2.030 4.313  -0.01
C: -0.951 1.116 3.798  0.01
C: -0.716 1.047 2.413  -0.01
O: 0.001 0.101 1.860  -0.01
H: -1.387 -4.344 -1.165  0.00
H: -0.084 -6.038 -2.402  0.00
H: 2.323 -5.656 -2.911  0.00
H: 3.396 -3.568 -2.113  0.00
H: 3.412 -1.733 -0.650  0.00
H: 2.373 0.301 1.575  0.00
H: 3.715 -0.018 0.435  0.00
H: 3.354 2.352 0.445  0.00
H: 2.668 1.748 -1.084  0.00
H: -1.783 2.252 -0.575  0.00
H: -2.776 3.582 1.445  -0.01
H: -3.266 3.608 3.888  0.00
H: -2.047 2.046 5.382  0.00
H: -0.447 0.401 4.439  0.00
C: -5.162 -0.692 2.553  0.00
C: -5.554 -0.117 1.349  0.00
C: -4.648 0.017 0.311  0.00
C: -3.342 -0.429 0.480  -0.01
C: -2.939 -0.999 1.678  0.01
C: -3.856 -1.130 2.712  0.00
N: -2.359 -0.269 -0.554  -0.01
N: -2.847 -0.242 -1.709  -0.03
C: -1.865 -0.069 -2.704  -0.02
C: -2.302 0.019 -4.028  -0.01
C: -1.363 0.199 -5.021  0.01
C: -0.014 0.305 -4.674  -0.01
C: 0.389 0.221 -3.353  -0.01
C: -0.528 0.019 -2.316  -0.04
H: -5.868 -0.778 3.370  0.00
H: -6.567 0.248 1.224  0.00
H: -4.926 0.479 -0.626  0.00
H: -1.913 -1.321 1.803  0.00
H: -3.532 -1.555 3.654  0.00
H: -3.362 -0.041 -4.249  0.00
H: -1.670 0.286 -6.057  0.00
H: 0.722 0.482 -5.452  0.00
H: 1.441 0.350 -3.116  0.01
O: 2.308 4.080 1.438  -0.01
C: 1.353 3.675 0.776  0.00
N: 0.234 1.803 -0.340  -0.13
S: 0.709 4.447 -2.352  0.00
O: -0.456 4.192 -3.250  0.00
O: 1.364 5.760 -2.653  0.00
C: -0.195 4.935 -0.786  0.00
C: -1.249 5.831 -0.951  0.00
C: -1.879 6.394 0.143  0.00
C: -1.450 6.082 1.434  0.00
C: -0.414 5.185 1.607  0.00
C: 0.193 4.588 0.500  -0.01
H: -1.544 6.072 -1.967  0.00
H: -2.699 7.090 -0.002  0.00
H: -1.936 6.522 2.298  0.00
H: -0.076 4.910 2.598  0.00

As for the gap between HOMO and LUMO (spin up / spin down): 5.963 / 5.915 eV. Its spin multiplicity is 2. As for the electronic energy: -3342.1722 hartree. As for the charge: -2. As for the HOMO energy (spin up / spin down): -1.55 / -1.50 eV. For the energy above the lowest of the compared OMol25 structures with the same formula, charge and spin, the calculation gives 12.9 kcal per mole.

This record from OMol25 describes C35H28Br2FN3O5PdSi as an isolated structure at a distorted geometry. The level of theory is ωB97M-V/def2-TZVPD.

Each line ends with the Mulliken charge.
Geometry (Å):
Pd: -0.043 -0.035 0.124  0.55
C: 2.401 2.154 1.856  -0.44
C: 1.228 2.942 1.373  0.39
C: 1.249 4.336 1.400  -0.78
C: 0.134 5.051 1.025  -1.11
C: -1.045 4.346 0.709  1.01
C: -2.281 4.938 0.401  0.25
Br: -2.445 6.848 0.367  -0.33
C: -3.421 4.201 0.163  -0.62
C: -3.354 2.825 0.245  0.16
Br: -4.960 1.813 0.082  -0.21
C: -2.171 2.116 0.535  0.03
O: -2.140 0.849 0.655  -0.92
C: -0.990 2.927 0.730  0.14
N: 0.151 2.253 0.998  -0.14
H: 2.816 2.603 2.758  0.54
H: 3.188 2.107 1.106  0.31
H: 2.057 1.137 2.061  -0.54
H: 2.151 4.835 1.724  0.44
H: 0.134 6.133 1.023  0.33
H: -4.360 4.692 -0.064  0.39
C: 0.057 -2.186 0.515  -3.12
C: -0.954 -2.484 1.486  2.15
C: -1.982 -3.412 1.231  -0.22
C: -2.859 -3.794 2.220  -0.76
C: -2.756 -3.250 3.494  -0.35
C: -1.805 -2.266 3.746  -0.88
C: -0.923 -1.886 2.763  -0.15
H: 0.048 -2.821 -0.367  0.66
H: 1.056 -2.078 0.930  0.23
H: -2.057 -3.835 0.239  0.38
H: -3.624 -4.535 2.013  0.37
H: -3.404 -3.592 4.291  0.34
H: -1.770 -1.812 4.730  0.35
H: -0.181 -1.113 2.950  0.26
F: 5.036 1.360 4.951  -0.38
C: 5.357 0.591 3.871  0.49
C: 4.361 -0.080 3.228  -0.27
N: 4.604 -0.927 2.190  0.16
C: 3.537 -1.337 1.322  -1.08
C: 3.406 -0.261 0.120  0.42
O: 4.438 0.348 -0.129  -0.76
O: 2.287 -0.179 -0.407  -0.54
C: 5.893 -1.158 1.766  0.46
O: 6.202 -2.034 0.987  -0.67
N: 6.852 -0.379 2.382  -0.07
C: 6.718 0.535 3.433  0.28
O: 7.692 1.138 3.863  -0.69
H: 3.336 0.035 3.539  0.54
H: 2.612 -1.409 1.891  0.47
H: 3.793 -2.293 0.864  0.40
H: 7.785 -0.475 2.002  0.22
C: -0.120 -3.939 -4.621  -0.37
C: 0.706 -2.867 -4.322  -0.49
C: 0.292 -1.898 -3.421  -0.35
C: -0.953 -1.967 -2.810  0.07
C: -1.759 -3.056 -3.118  -0.08
C: -1.354 -4.037 -4.003  -0.60
Si: -1.608 -0.659 -1.528  0.84
C: -2.760 0.397 -2.678  0.44
C: -2.332 1.463 -3.459  -0.24
C: -3.194 2.122 -4.321  -0.53
C: -4.518 1.731 -4.423  -0.43
C: -4.969 0.685 -3.638  -0.56
C: -4.101 0.036 -2.781  -0.53
H: 0.191 -4.693 -5.334  0.34
H: 1.682 -2.801 -4.786  0.38
H: 0.960 -1.086 -3.167  0.28
H: -2.723 -3.136 -2.640  0.30
H: -2.002 -4.883 -4.203  0.36
H: -2.691 -1.453 -0.839  -0.41
H: -1.301 1.782 -3.399  0.38
H: -2.831 2.943 -4.925  0.37
H: -5.194 2.241 -5.100  0.34
H: -6.002 0.369 -3.692  0.36
H: -4.474 -0.773 -2.173  0.44

As for the gap between HOMO and LUMO (spin up / spin down): 4.917 / 4.825 eV. As for the electronic energy: -7556.3928 hartree. As for the charge: -2. As for the HOMO energy (spin up / spin down): -1.06 / -0.96 eV.